The molecule C6H3N3O2S at a distorted geometry, computed with ωB97M-V/def2-TZVPD.

## Properties
Energy relative to the best compared isomer or geometry (same formula, charge and spin) (kcal per mole): 94.3
SMILES: N#CC(/C=C\C=C=S)=N\[N+](=O)[O-]
F_max (eV Å⁻¹): 3.81
Lowest unoccupied orbital energy (Eh): -0.064
HOMO energy (eV): -9.029
2S+1: 1
E_tot (eV): -25663.8930

Last column: natural (NBO) charge in e.
Cartesian coordinates (Å):
N1 3.06720 -2.98273 1.55000  -0.227
C1 2.20037 -2.26026 1.34386  0.200
C2 1.13327 -1.27915 1.38022  0.179
C3 0.91086 -0.60161 0.17218  -0.321
C4 -0.03726 0.31275 -0.13805  -0.039
C5 -1.22150 0.72544 0.60165  -0.491
C6 -1.65303 0.51985 1.84487  0.057
S1 -2.20222 0.52139 3.30912  0.277
N2 0.49899 -1.12783 2.51838  -0.293
N3 0.68252 -1.73537 3.77640  0.627
O1 -0.21020 -2.50473 4.05019  -0.352
O2 1.62603 -1.41379 4.46566  -0.345
H1 1.57676 -0.91619 -0.54935  0.234
H2 -0.20246 0.81789 -1.14444  0.236
H3 -1.67443 1.53662 0.15186  0.258



A cluster of 6 separate species, C35H72ClN3O21PS6 in total at a distorted geometry, computed with ωB97M-V/def2-TZVPD.

## Properties
F_max (eV Å⁻¹): 1.81
Lowest unoccupied orbital energy (Eh): -0.103
Charge: +1
HOMO energy (eV): -11.415
2S+1: 1
E_tot (eV): -171742.8185

Last column: Löwdin charge in e.
Cartesian coordinates (Å):
C1 0.64849 -2.17987 4.13516  -0.104
C2 0.38362 -2.92009 2.81712  -0.260
C3 0.84091 -2.13248 1.59588  -0.239
C4 2.35611 -1.88872 1.58689  -0.204
C5 2.84770 -1.33331 0.23158  -0.193
C6 3.76265 -2.33182 -0.49540  -0.162
C7 3.95357 -2.11363 -2.01171  -0.186
C8 3.61875 -0.70838 -2.51421  -0.187
C9 2.18916 -0.58536 -3.05039  -0.218
C10 1.67807 0.86233 -3.13701  -0.178
C11 0.20901 0.98937 -2.72418  -0.162
C12 0.01014 1.32645 -1.25138  -0.255
N1 -1.21288 0.74765 -0.70336  0.129
C13 -1.99450 1.73795 -0.17532  -0.332
N2 -3.06218 1.44339 0.54724  -0.163
C14 -4.00827 2.44729 1.07419  -0.180
C15 -3.35817 3.56789 1.91334  -0.154
C16 -2.09823 3.18215 2.70374  -0.196
C17 -1.04319 4.29182 2.67511  -0.206
C18 0.10737 4.04404 3.65594  -0.203
C19 1.42508 4.68509 3.22333  -0.201
C20 1.96582 4.14830 1.89207  -0.212
C21 3.47441 4.38606 1.68387  -0.158
C22 3.80000 5.35359 0.54574  -0.240
O1 3.80491 6.70016 0.98306  -0.192
C23 5.08948 7.15319 1.36834  -0.107
P1 -3.39899 -0.25170 0.88205  0.446
S1 -4.42149 -0.59247 2.46786  0.273
N3 -1.55670 3.00166 -0.45840  -0.044
C24 -2.42763 3.83723 -1.31767  -0.021
C25 -0.14893 2.83497 -0.84985  -0.565
Cl1 0.43741 4.00974 -2.02813  0.764
H1 1.65809 -2.37925 4.49334  0.073
H2 0.51260 -1.10326 4.01648  0.067
H3 -0.03593 -2.51825 4.91372  0.068
H4 0.92228 -3.87133 2.82204  0.108
H5 -0.68033 -3.15626 2.73911  0.097
H6 0.57025 -2.66260 0.67518  0.109
H7 0.34934 -1.15126 1.55678  0.091
H8 2.60492 -1.17597 2.37269  0.102
H9 2.87031 -2.82874 1.79803  0.112
H10 1.98090 -1.12018 -0.40640  0.086
H11 3.36447 -0.38547 0.39579  0.108
H12 3.34376 -3.32688 -0.32700  0.107
H13 4.73609 -2.31044 -0.00462  0.084
H14 3.35736 -2.84716 -2.56138  0.052
H15 4.99956 -2.31981 -2.24736  0.112
H16 3.81586 0.05413 -1.75675  0.102
H17 4.28713 -0.48604 -3.35169  0.115
H18 1.49248 -1.19698 -2.46924  0.052
H19 2.19285 -1.01476 -4.05482  0.121
H20 1.76297 1.22149 -4.16324  0.116
H21 2.31416 1.51372 -2.53028  0.103
H22 -0.28871 1.72495 -3.35984  0.102
H23 -0.27950 0.02630 -2.90861  0.118
H24 0.88442 0.98190 -0.69618  0.142
H25 -1.75135 0.16753 -1.34506  0.129
H26 -4.75444 1.92031 1.66130  0.058
H27 -4.53915 2.88346 0.22976  0.110
H28 -3.16210 4.43409 1.28120  0.101
H29 -4.12525 3.87402 2.62689  0.118
H30 -1.64990 2.25284 2.34194  0.101
H31 -2.35152 3.00225 3.75174  0.116
H32 -0.68868 4.42583 1.64965  0.090
H33 -1.54915 5.22323 2.94728  0.124
H34 -0.17565 4.49322 4.61107  0.116
H35 0.25576 2.97300 3.82217  0.113
H36 1.32907 5.77269 3.17460  0.125
H37 2.17235 4.47559 3.99365  0.113
H38 1.43533 4.62931 1.06348  0.085
H39 1.74083 3.07591 1.83771  0.105
H40 3.93192 4.76445 2.59940  0.111
H41 3.95338 3.43004 1.45478  0.110
H42 4.76500 5.09866 0.09262  0.118
H43 3.05092 5.27946 -0.24764  0.106
H44 5.62503 6.39743 1.95067  0.086
H45 4.95662 8.04209 1.98112  0.089
H46 5.67905 7.41774 0.48495  0.089
H47 -3.97290 -0.68158 -0.32292  -0.018
H48 -2.13639 -0.84611 0.91384  -0.006
H49 -2.30604 3.55282 -2.36191  0.093
H50 -3.46206 3.75049 -1.01313  0.075
H51 -2.13522 4.87715 -1.19736  0.091
H52 0.48882 3.00448 0.01373  0.069
C26 -6.62085 -1.04850 -3.14535  -0.121
C27 -6.20059 -2.00956 -4.23802  -0.133
O2 -4.84370 -1.61415 -4.54543  -0.174
S2 -4.11771 -1.14208 -3.23499  0.545
O3 -3.36054 -2.19908 -2.65992  -0.227
O4 -3.49469 0.11863 -3.46706  -0.242
O5 -5.42200 -0.92201 -2.33584  -0.222
H53 -6.88699 -0.06543 -3.53524  0.135
H54 -7.42599 -1.43367 -2.52720  0.141
H55 -6.79733 -1.92672 -5.14092  0.149
H56 -6.18728 -3.03978 -3.89628  0.100
C28 8.39297 -1.36505 1.19134  -0.151
C29 8.85775 -1.98516 2.49404  -0.150
O6 7.66110 -2.04824 3.28580  -0.182
S3 6.39929 -2.32604 2.35221  0.580
O7 6.09331 -3.71049 2.34531  -0.213
O8 5.40420 -1.35846 2.64691  -0.216
O9 7.10644 -1.96292 0.96231  -0.206
H57 8.26750 -0.28482 1.27937  0.135
H58 9.04503 -1.59576 0.35379  0.137
H59 9.59494 -1.38205 3.01538  0.138
H60 9.23945 -2.99701 2.34962  0.136
C30 -2.36804 -5.88145 -5.31159  -0.146
C31 -2.71343 -4.49610 -5.81168  -0.148
O10 -4.05848 -4.63351 -6.30976  -0.188
S4 -4.85573 -5.69076 -5.42213  0.603
O11 -5.58895 -4.98830 -4.42369  -0.239
O12 -5.49535 -6.61887 -6.27753  -0.201
O13 -3.59451 -6.34343 -4.70631  -0.176
H61 -2.10582 -6.55416 -6.13061  0.139
H62 -1.58234 -5.86971 -4.56844  0.090
H63 -2.06928 -4.16033 -6.61863  0.140
H64 -2.71140 -3.76381 -5.00210  0.116
C32 -6.62858 0.83150 4.93328  -0.194
C33 -5.54673 1.83351 5.28412  -0.175
O14 -6.27389 3.02135 5.61390  -0.192
S5 -7.66374 2.63411 6.31750  0.603
O15 -7.52215 2.70162 7.72467  -0.207
O16 -8.69943 3.32373 5.64083  -0.212
O17 -7.66365 1.09103 5.88698  -0.183
H65 -7.02322 0.99665 3.92850  0.125
H66 -6.29370 -0.19760 5.03070  0.120
H67 -4.87861 2.04235 4.45188  0.101
H68 -4.96577 1.51529 6.15195  0.139
C34 3.27318 -5.17451 -3.35041  -0.143
C35 2.53680 -5.91468 -2.25106  -0.133
O18 1.49572 -4.99835 -1.86467  -0.179
S6 0.99914 -4.17504 -3.13381  0.630
O19 -0.17180 -4.77399 -3.67668  -0.216
O20 1.00990 -2.79571 -2.80137  -0.246
O21 2.22407 -4.52124 -4.08930  -0.170
H69 3.94502 -4.41429 -2.94970  0.104
H70 3.81750 -5.83515 -4.01859  0.143
H71 3.15911 -6.12733 -1.38723  0.142
H72 2.07871 -6.83522 -2.61560  0.137



A cluster of 3 separate species, C31H48N2O6 in total, computed with ωB97M-V/def2-TZVPD.

## Properties
F_max (eV Å⁻¹): 1.00
Expectation value of S²: 2.008
Lowest unoccupied orbital energy (spin up / spin down) (Eh): -0.025 / -0.025
HOMO energy (spin up / spin down) (eV): -7.889 / -9.049
2S+1: 3
E_tot (eV): -48187.4094

Last column: Mulliken spin population.
Cartesian coordinates (Å):
C1 2.38629 -0.87847 3.79176  0.000
C2 3.20526 -0.24287 2.66315  0.000
C3 2.60372 0.97223 2.03911  0.000
C4 1.92129 2.01733 2.51653  0.000
C5 1.48823 2.38280 3.89656  0.000
O1 0.09154 2.61548 4.00210  0.000
C6 -0.69704 1.58132 3.53916  0.000
C7 -0.96753 0.50470 4.36987  0.000
C8 -1.76048 -0.53480 3.90929  -0.001
C9 -2.28695 -0.49811 2.62669  0.001
C10 -2.02832 0.59370 1.81342  0.000
C11 -1.23613 1.63889 2.26670  0.000
C12 1.62640 2.92208 1.36520  0.000
O2 1.27489 4.06415 1.36288  0.000
O3 1.92956 2.23673 0.19223  0.000
C13 2.72157 1.16933 0.55684  0.000
O4 3.38646 0.57013 -0.22713  0.000
H1 2.63009 -0.44082 4.76085  0.000
H2 2.64418 -1.93473 3.86678  0.000
H3 1.31636 -0.78632 3.61504  0.000
H4 4.21964 -0.01323 3.00095  0.000
H5 3.33356 -0.96800 1.85722  0.000
H6 1.79921 1.62568 4.61875  0.000
H7 1.96006 3.32701 4.17553  0.000
H8 -0.56554 0.48335 5.37442  0.000
H9 -1.98203 -1.37529 4.55315  0.000
H10 -2.90980 -1.30695 2.26728  0.001
H11 -2.44752 0.63101 0.81744  0.000
H12 -1.04905 2.49716 1.63410  0.000
C14 -7.59839 -3.75980 1.07070  0.026
C15 -7.46659 -2.59432 2.08711  0.000
C16 -8.83756 -2.08922 2.57492  0.029
C17 -9.55868 -1.08085 1.67604  -0.020
C18 -8.60897 0.00786 1.18120  0.031
C19 -7.37014 -0.57441 0.50729  0.007
N1 -6.68003 -1.46514 1.49586  0.395
O5 -6.03463 -0.79192 2.37489  0.548
C20 -7.77387 -1.30849 -0.77783  0.015
C21 -6.40099 0.52917 0.10425  -0.013
C22 -6.70313 -3.12883 3.29360  -0.010
H13 -7.12076 -3.53364 0.12255  -0.011
H14 -7.10210 -4.65247 1.44975  0.000
H15 -8.63891 -4.01712 0.86944  0.000
H16 -8.69720 -1.62267 3.55416  0.002
H17 -9.47384 -2.96100 2.73862  0.002
H18 -10.04453 -1.58175 0.83507  -0.001
H19 -10.36201 -0.61874 2.25246  0.002
H20 -9.11720 0.66408 0.47121  0.001
H21 -8.29958 0.63070 2.02537  0.002
H22 -6.90080 -1.73616 -1.27218  -0.008
H23 -8.22522 -0.58566 -1.45820  0.000
H24 -8.50157 -2.10019 -0.62627  0.000
H25 -6.11896 1.15080 0.95052  0.002
H26 -6.87691 1.16186 -0.64566  0.000
H27 -5.49399 0.10619 -0.33028  0.001
H28 -5.68205 -3.39893 3.02208  -0.003
H29 -7.21564 -4.02360 3.64986  0.001
H30 -6.66192 -2.40873 4.10695  0.002
C23 8.65728 -0.17021 -3.13806  0.025
C24 8.00457 0.15669 -4.50768  0.003
C25 8.26846 1.60995 -4.94576  0.032
C26 7.33898 2.68152 -4.36744  -0.024
C27 5.87594 2.24522 -4.42273  0.035
C28 5.65813 0.88494 -3.76669  -0.015
N2 6.53263 -0.10970 -4.46727  0.406
O6 6.05612 -0.45666 -5.60484  0.534
C29 5.94344 0.98064 -2.26337  0.033
C30 4.20932 0.43902 -3.91115  0.000
C31 8.63262 -0.77105 -5.54152  -0.009
H31 7.92827 -0.50602 -2.40735  -0.010
H32 9.37372 -0.98439 -3.24347  -0.002
H33 9.18503 0.68627 -2.71660  0.000
H34 8.19084 1.65373 -6.03595  0.003
H35 9.30576 1.84822 -4.70207  0.002
H36 7.62621 2.93902 -3.34499  -0.001
H37 7.46199 3.59555 -4.95150  0.002
H38 5.23936 2.97923 -3.92392  0.000
H39 5.55091 2.19792 -5.46618  0.005
H40 5.79196 0.01801 -1.77506  -0.015
H41 5.24017 1.68580 -1.82236  0.000
H42 6.94330 1.33352 -2.02398  0.002
H43 3.89412 0.41779 -4.95177  0.002
H44 3.57038 1.13405 -3.36614  0.000
H45 4.06750 -0.55499 -3.48591  -0.007
H46 8.37956 -1.81179 -5.33781  -0.005
H47 9.71647 -0.65857 -5.48396  0.001
H48 8.31516 -0.53424 -6.55382  0.003